w) 2 unconnected molecules or ions with the total composition C10H16O. Source: the OMol25 dataset; level of theory: the ωB97M-V functional and the def2-TZVPD basis.

E_LUMO in eV: 0.78
HOMO-LUMO gap in eV: 9.36
SMILES: Cc1ccc(O)cc1.CCC
HOMO in eV: -8.6
Charge: 0

Atoms and positions in Å:
O: 3.0268 1.5036 0.3144
C: 2.1079 0.7123 0.8161
C: -2.2227 0.6331 -2.5564
C: 0.8143 0.7816 0.3437
C: -0.2562 0.3348 1.2344
C: 1.4162 -0.3065 2.8513
C: 0.1016 -0.1117 2.4705
C: -0.9601 -0.4384 3.5392
C: 2.4819 0.0023 1.9743
C: -0.6829 -1.3777 -2.9362
C: -0.8004 0.2031 -3.0817
H: -0.7220 -1.4739 3.9821
H: -2.9542 0.0023 -2.9804
H: -0.5120 -1.5962 -1.7911
H: 3.5500 -0.2089 2.1792
H: -0.9083 0.3153 4.3245
H: -1.4235 -1.9304 -3.5223
H: -2.1535 0.4758 -1.3700
H: -1.3097 0.3122 0.9219
H: -2.2930 1.7410 -2.7535
H: 0.2035 -1.6927 -3.5335
H: -1.9519 -0.3843 3.0878
H: 1.6532 -0.9380 3.7506
H: -0.6910 0.5508 -4.1567
H: 0.6411 1.2585 -0.6436
H: 0.0422 0.5652 -2.3583
H: 3.8025 1.0671 -0.1062

The computed Löwdin charges, all in e, follow: atom 1 (O): 0.044, atom 2 (C): -0.414, atom 3 (C): -0.131, atom 4 (C): 0.009, atom 5 (C): -0.029, atom 6 (C): -0.058, atom 7 (C): -0.328, atom 8 (C): -0.056, atom 9 (C): 0.003, atom 10 (C): -0.145, atom 11 (C): -0.317, atom 12 (H): 0.101, atom 13 (H): 0.035, atom 14 (H): 0.103, atom 15 (H): 0.122, atom 16 (H): 0.072, atom 17 (H): 0.054, atom 18 (H): 0.091, atom 19 (H): 0.100, atom 20 (H): 0.074, atom 21 (H): 0.056, atom 22 (H): 0.064, atom 23 (H): 0.126, atom 24 (H): 0.104, atom 25 (H): 0.101, atom 26 (H): 0.082, atom 27 (H): 0.138

x) 2 unconnected molecules or ions with the total composition C10H16O. Source: the OMol25 dataset; level of theory: the ωB97M-V functional and the def2-TZVPD basis.

E_LUMO in eV: 0.83
HOMO-LUMO gap in eV: 9.25
SMILES: Cc1ccc(O)cc1.CCC
HOMO in eV: -8.4
Charge: 0

Atoms and positions in Å:
O: -1.1712 3.1536 -1.1622
C: -0.8663 1.4849 0.5590
C: 1.8438 1.9043 0.3874
C: -2.2842 -1.8890 -1.2246
C: -0.7817 -1.6196 -1.2502
C: -0.3718 2.4655 -0.2899
C: 0.0309 -2.9054 -1.0389
C: 1.3572 1.0704 1.4022
C: 2.2844 0.3961 2.3714
C: -0.0058 0.8322 1.4326
C: 0.9999 2.6351 -0.4207
H: -0.4061 0.1516 2.1697
H: 1.3958 3.2483 -1.2229
H: -2.7228 -2.1474 -2.1876
H: -2.5163 -2.6920 -0.5217
H: 2.7145 -0.5109 1.9578
H: 0.1452 -3.1359 0.0217
H: 1.0180 -2.7866 -1.4812
H: 2.9210 1.9878 0.3032
H: 1.7924 0.1166 3.3118
H: 3.1137 1.0360 2.6637
H: -2.9065 -1.0721 -0.8351
H: -0.5638 -1.2526 -2.2504
H: -2.0923 2.8944 -1.0271
H: -1.9024 1.1980 0.4083
H: -0.5336 -0.8367 -0.5460
H: -0.4920 -3.7266 -1.5305

The computed Löwdin charges, all in e, follow: atom 1 (O): 0.045, atom 2 (C): -0.044, atom 3 (C): -0.042, atom 4 (C): -0.129, atom 5 (C): -0.304, atom 6 (C): -0.325, atom 7 (C): -0.115, atom 8 (C): -0.287, atom 9 (C): -0.060, atom 10 (C): -0.066, atom 11 (C): -0.014, atom 12 (H): 0.114, atom 13 (H): 0.120, atom 14 (H): 0.068, atom 15 (H): 0.066, atom 16 (H): 0.076, atom 17 (H): 0.069, atom 18 (H): 0.063, atom 19 (H): 0.113, atom 20 (H): 0.079, atom 21 (H): 0.074, atom 22 (H): 0.057, atom 23 (H): 0.097, atom 24 (H): 0.104, atom 25 (H): 0.111, atom 26 (H): 0.062, atom 27 (H): 0.068

y) 2 unconnected molecules or ions with the total composition C10H16O. Source: the OMol25 dataset; level of theory: the ωB97M-V functional and the def2-TZVPD basis.

E_LUMO in eV: 0.74
HOMO-LUMO gap in eV: 8.92
SMILES: CCc1ccc(O)cc1.CC
HOMO in eV: -8.2
Charge: 0

Atoms and positions in Å:
O: 1.2419 0.2788 3.5922
C: -1.0408 3.1897 -0.3183
C: 1.1055 -0.4471 0.0283
C: 0.0004 -2.9731 -2.0360
C: 0.2120 2.8495 -1.3027
C: 1.5970 -0.1284 1.2648
C: -0.5997 -1.7120 -1.3801
C: -0.1170 -1.1967 -0.0403
C: -0.8789 -1.3656 1.1873
C: -0.3984 -0.8782 2.3327
C: 0.8321 -0.2910 2.4528
H: -0.6974 -0.8208 -2.0472
H: -1.6405 -1.8833 -1.2449
H: 1.0681 -3.2100 -1.5991
H: 0.8861 0.0554 4.4733
H: 0.8757 2.2137 -0.7638
H: -0.5819 -3.9452 -2.0159
H: -1.8682 3.8524 -0.9077
H: -1.7631 -2.0405 0.9043
H: 2.6084 0.3256 1.4892
H: -0.9250 -0.9626 3.2774
H: 0.1425 2.2519 -2.1799
H: 0.7337 3.6907 -1.6582
H: -1.5213 2.3285 -0.0997
H: 1.4785 -0.0791 -0.9384
H: -0.8936 3.6711 0.6145
H: 0.1440 -2.7738 -3.0847

The computed Löwdin charges, all in e, follow: atom 1 (O): 0.048, atom 2 (C): -0.104, atom 3 (C): -0.059, atom 4 (C): -0.101, atom 5 (C): -0.117, atom 6 (C): -0.023, atom 7 (C): -0.240, atom 8 (C): -0.218, atom 9 (C): -0.039, atom 10 (C): -0.075, atom 11 (C): -0.346, atom 12 (H): 0.118, atom 13 (H): 0.076, atom 14 (H): 0.106, atom 15 (H): 0.129, atom 16 (H): 0.016, atom 17 (H): 0.079, atom 18 (H): 0.107, atom 19 (H): 0.138, atom 20 (H): 0.135, atom 21 (H): 0.117, atom 22 (H): 0.042, atom 23 (H): 0.033, atom 24 (H): -0.012, atom 25 (H): 0.116, atom 26 (H): 0.035, atom 27 (H): 0.043

z) 2 unconnected molecules or ions with the total composition C10H16O. Source: the OMol25 dataset; level of theory: the ωB97M-V functional and the def2-TZVPD basis.

E_LUMO in eV: 0.77
HOMO-LUMO gap in eV: 9.17
SMILES: CCc1ccc(O)cc1.CC
HOMO in eV: -8.4
Charge: 0

Atoms and positions in Å:
O: 0.3191 -3.2507 -1.1783
C: 2.0147 2.1269 -2.4157
C: 0.3310 -0.5651 1.3968
C: -1.3905 -1.8015 -0.4886
C: -1.2443 1.1018 2.0196
C: 0.7725 -1.5700 0.5570
C: -1.5603 0.6217 3.4750
C: 1.4584 0.9367 -3.1931
C: -0.9171 -0.1061 1.1441
C: -1.8460 -0.6999 0.3881
C: -0.0669 -2.2932 -0.3220
H: 1.3207 2.9638 -2.3475
H: -2.1076 -2.3088 -1.2513
H: -2.6887 -0.3242 -0.0005
H: 1.0503 -0.3385 2.1884
H: 2.2886 1.9210 -1.4560
H: -1.6628 1.4860 4.2201
H: 1.6474 -2.2178 0.7877
H: 1.8115 0.7111 -4.1805
H: -2.1731 1.3719 1.6192
H: 0.3484 1.0699 -3.4838
H: -0.7298 -0.0201 3.7703
H: -2.4872 0.0453 3.5861
H: 1.3297 -3.2702 -1.1498
H: 1.6129 0.0284 -2.7185
H: 2.9949 2.4392 -2.9906
H: -0.4259 1.9421 2.0237

The computed Löwdin charges, all in e, follow: atom 1 (O): 0.028, atom 2 (C): -0.156, atom 3 (C): -0.068, atom 4 (C): 0.033, atom 5 (C): -0.196, atom 6 (C): -0.033, atom 7 (C): -0.104, atom 8 (C): -0.175, atom 9 (C): -0.314, atom 10 (C): -0.012, atom 11 (C): -0.364, atom 12 (H): 0.059, atom 13 (H): 0.139, atom 14 (H): 0.069, atom 15 (H): 0.129, atom 16 (H): 0.010, atom 17 (H): 0.087, atom 18 (H): 0.121, atom 19 (H): 0.045, atom 20 (H): 0.069, atom 21 (H): 0.094, atom 22 (H): 0.053, atom 23 (H): 0.071, atom 24 (H): 0.143, atom 25 (H): 0.019, atom 26 (H): 0.104, atom 27 (H): 0.147

Least stable: z)